(a)
Formula: C4H9O2S
Source: the OMol25 dataset
Level of theory: wB97M-V/def2-TZVPD

Cartesian coordinates (Å):
1 C -2.1624 0.3435 2.4107
2 S -2.7875 2.0762 2.3149
3 H -1.5735 2.6343 2.3185
4 H -1.1048 0.3598 2.6376
5 H -2.3109 -0.0817 1.4253
6 H -2.6284 -0.1940 3.2310
7 C 1.1203 0.0788 -1.4498
8 C 1.3479 -0.9877 -2.5277
9 C 1.2279 -0.4682 0.0078
10 O 2.1665 -1.2667 0.2278
11 O 0.3743 -0.0293 0.8154
12 H 1.9417 0.7802 -1.5305
13 H 0.1583 0.5678 -1.5343
14 H 1.7059 -0.5353 -3.4605
15 H 0.4430 -1.5605 -2.6857
16 H 2.0817 -1.7171 -2.2005

Summary:
highest occupied orbital energy = -4.15 eV
charge = -1
Kohn-Sham gap = 7.383 eV
lowest unoccupied orbital energy = 3.230 eV

Löwdin atomic charge list, values in e, 5 entries:
1 C -0.48
2 S 0.56
3 H -0.18
4 H 0.01
5 H 0.01


(b)
Formula: C4H9O2S
Source: the OMol25 dataset
Level of theory: wB97M-V/def2-TZVPD

Cartesian coordinates (Å):
1 C 0.1563 -2.4140 1.7957
2 C -0.6901 0.9166 0.6152
3 C 0.0283 0.8758 -1.8232
4 C 0.4318 0.4965 -0.4121
5 O 1.7168 -1.9411 -0.9433
6 O -0.7417 -1.9134 -0.9844
7 S 0.5046 -1.5113 -0.2846
8 H -0.7524 -2.7644 1.3832
9 H 0.8977 -3.1683 1.5155
10 H -1.6488 1.0963 0.1422
11 H -0.5270 0.2834 1.4887
12 H -0.2374 1.8574 0.9724
13 H 0.9373 0.9654 -2.4140
14 H -0.3441 1.9471 -1.8471
15 H -0.5531 0.0981 -2.2915
16 H 1.3545 0.9937 -0.2623

Summary:
highest occupied orbital energy = -3.44 eV
charge = -1
Kohn-Sham gap = 7.360 eV
lowest unoccupied orbital energy = 3.918 eV

Löwdin atomic charge list, values in e, 5 entries:
1 C -0.14
2 C -0.12
3 C -0.16
4 C -0.43
5 O -0.47


It is (b) that is the least stable of them.


(a)
Formula: C3H5N2
Source: the OMol25 dataset
Level of theory: wB97M-V/def2-TZVPD

Cartesian coordinates (Å):
1 C 0.4897 -0.0643 -0.0047
2 C -0.7729 -0.7772 -1.9915
3 C -0.5880 0.9400 1.9903
4 N 0.2775 -0.8195 -1.1525
5 N -0.2517 0.5143 0.8497
6 H 1.6353 0.1174 -0.0302
7 H -0.5282 -1.0972 -2.9642
8 H -1.0017 1.9403 1.9346
9 H -0.5202 0.4993 2.9472
10 H 1.2603 -1.2529 -1.5787

Summary:
highest occupied orbital energy = -13.25 eV
charge = +1
Kohn-Sham gap = 7.333 eV
lowest unoccupied orbital energy = -5.918 eV

Löwdin atomic charge list, values in e, 5 entries:
1 C -0.07
2 C 0.12
3 C 0.20
4 N -0.09
5 N 0.15


(b)
Formula: C3H5N2
Source: the OMol25 dataset
Level of theory: wB97M-V/def2-TZVPD

Cartesian coordinates (Å):
1 C -1.0365 -0.7691 0.1096
2 C 0.3233 -1.2156 -0.1308
3 C -0.3491 1.1012 -0.0953
4 N -1.5530 0.3211 0.0675
5 N 0.7987 0.1279 0.0731
6 H 0.7622 -1.9689 0.5236
7 H 0.3912 -1.5457 -1.1802
8 H -0.2981 1.6207 -1.0565
9 H -0.4353 2.0429 0.8124
10 H 1.3965 0.2856 0.8765

Summary:
highest occupied orbital energy = -15.55 eV
charge = +1
Kohn-Sham gap = 7.938 eV
lowest unoccupied orbital energy = -7.610 eV

Löwdin atomic charge list, values in e, 5 entries:
1 C 0.18
2 C -0.09
3 C -0.14
4 N 0.19
5 N 0.02


It is (a) that is the least stable of them.


(a)
Formula: CH4N3P
Source: the OMol25 dataset
Level of theory: wB97M-V/def2-TZVPD

Cartesian coordinates (Å):
1 C -0.1967 1.0376 -0.2785
2 N 1.1799 0.7256 0.1425
3 N 1.3516 -0.4548 0.1377
4 N 0.3331 -1.2937 0.0375
5 P -1.1769 -0.4794 -0.0316
6 H -0.6577 1.7676 0.2602
7 H -0.2279 1.2926 -1.2743
8 H 0.5558 -2.1256 -0.3923
9 H -1.1613 -0.4699 1.3988

Summary:
highest occupied orbital energy = -9.27 eV
charge = 0
Kohn-Sham gap = 10.381 eV
SMILES = C1N=NNP1
lowest unoccupied orbital energy = 1.111 eV

Löwdin atomic charge list, values in e, 5 entries:
1 C -0.43
2 N -0.03
3 N -0.14
4 N -0.29
5 P 0.86


(b)
Formula: CH4N3P
Source: the OMol25 dataset
Level of theory: wB97M-V/def2-TZVPD

Cartesian coordinates (Å):
1 C -1.0081 0.9384 -0.0884
2 N 1.6553 0.8970 -0.1824
3 N 1.6726 -0.1989 -0.0116
4 N 1.2168 -1.2775 0.2188
5 P -1.3061 -0.7411 -0.2069
6 H -1.2036 1.5893 0.7268
7 H -0.5679 1.4257 -0.9572
8 H 1.3630 -1.9419 -0.5305
9 H -1.8219 -0.6910 1.0313

Summary:
highest occupied orbital energy = -9.11 eV
charge = 0
Kohn-Sham gap = 9.841 eV
lowest unoccupied orbital energy = 0.733 eV

Löwdin atomic charge list, values in e, 5 entries:
1 C -0.46
2 N 0.20
3 N -0.33
4 N 0.00
5 P 0.77


It is (b) that is the least stable of them.


(a)
Formula: C3H10S2
Source: the OMol25 dataset
Level of theory: wB97M-V/def2-TZVPD

Cartesian coordinates (Å):
1 C -2.5402 -1.0284 -0.1126
2 S -1.8871 0.2870 -1.4017
3 S -1.0793 1.5996 -0.0912
4 H -1.6725 -1.5401 0.3456
5 H -3.2504 -0.7108 0.6926
6 H -3.0079 -1.8067 -0.7010
7 H 0.2002 1.3788 -0.3392
8 C 4.1819 -0.8246 2.0095
9 C 3.5676 -1.6447 0.8845
10 H 3.4683 -0.5893 2.7892
11 H 5.0790 -1.2938 2.3974
12 H 4.5237 0.1343 1.5980
13 H 3.0955 -2.5576 1.2689
14 H 4.3763 -1.9369 0.1738
15 H 2.7669 -1.1513 0.3591

Summary:
highest occupied orbital energy = -8.96 eV
charge = 0
Kohn-Sham gap = 9.556 eV
SMILES = CSS.CC
lowest unoccupied orbital energy = 0.596 eV

Löwdin atomic charge list, values in e, 5 entries:
1 C -0.42
2 S 0.30
3 S 0.27
4 H 0.02
5 H 0.04


(b)
Formula: C3H10S2
Source: the OMol25 dataset
Level of theory: wB97M-V/def2-TZVPD

Cartesian coordinates (Å):
1 C 3.2468 2.3269 -1.9848
2 S 1.6345 2.3904 -2.6374
3 S 0.0864 2.6541 -1.3635
4 H 3.9458 2.5223 -2.7164
5 H 3.6110 1.4174 -1.5290
6 H 3.4861 3.1099 -1.1758
7 H -0.6658 1.7127 -1.2018
8 C -2.4119 -2.2878 2.1582
9 C -1.4596 -1.7573 1.0401
10 H -1.9788 -2.0394 3.0647
11 H -2.5370 -3.4389 1.9596
12 H -3.4056 -1.9879 2.1460
13 H -0.5220 -2.1993 0.9308
14 H -1.8528 -1.7172 0.0300
15 H -1.1772 -0.7058 1.2793

Summary:
highest occupied orbital energy = -8.97 eV
charge = 0
Kohn-Sham gap = 9.533 eV
SMILES = CSS.CC
lowest unoccupied orbital energy = 0.561 eV

Löwdin atomic charge list, values in e, 5 entries:
1 C -0.53
2 S 0.38
3 S 0.35
4 H 0.00
5 H 0.03


It is (b) that is the least stable of them.


(a)
Formula: CH6N4S
Source: the OMol25 dataset
Level of theory: wB97M-V/def2-TZVPD

Cartesian coordinates (Å):
1 C 0.6184 -0.4680 -0.1343
2 H 0.8602 1.4728 1.3027
3 H -0.9976 1.7816 0.6646
4 H 1.4208 1.2425 -1.0768
5 H 1.4725 -2.1620 0.1548
6 H -0.7922 -1.6450 1.2086
7 H -2.1580 -0.6113 -1.6329
8 N 0.1405 1.8125 0.3045
9 N 0.4453 0.8300 -0.7983
10 N 1.7023 -1.1950 -0.2312
11 N -0.5935 -0.8146 0.4587
12 S -2.1188 -0.2435 -0.2203

Summary:
highest occupied orbital energy = -9.25 eV
charge = 0
Kohn-Sham gap = 9.664 eV
lowest unoccupied orbital energy = 0.414 eV

Löwdin atomic charge list, values in e, 5 entries:
1 C -0.64
2 H 0.17
3 H 0.08
4 H 0.15
5 H 0.06


(b)
Formula: CH6N4S
Source: the OMol25 dataset
Level of theory: wB97M-V/def2-TZVPD

Cartesian coordinates (Å):
1 C -0.1306 0.1681 0.1305
2 H 0.8474 -2.6394 0.1310
3 H 1.7939 -1.4308 0.7348
4 H 0.9937 -0.3067 -1.5918
5 H -1.7061 1.6263 -0.1268
6 H -0.2885 2.7263 -2.0445
7 H -1.1111 0.9140 -2.5590
8 N 1.4109 -1.7687 -0.1936
9 N 0.5175 -0.7309 -0.7073
10 N -0.4320 1.4154 -0.4014
11 N -0.3764 1.6056 -1.8326
12 S -0.4741 -0.3468 1.6636

Summary:
highest occupied orbital energy = -8.47 eV
charge = 0
Kohn-Sham gap = 8.729 eV
lowest unoccupied orbital energy = 0.254 eV

Löwdin atomic charge list, values in e, 5 entries:
1 C -0.96
2 H 0.10
3 H 0.06
4 H 0.15
5 H 0.24


It is (b) that is the least stable of them.


(a)
Formula: C4H13NO3
Source: the OMol25 dataset
Level of theory: wB97M-V/def2-TZVPD

Cartesian coordinates (Å):
1 C 1.8251 1.8260 -0.0289
2 C 0.4911 1.2786 -0.3975
3 N 0.2779 -0.0780 -0.6000
4 C 1.2945 -1.1422 -0.4371
5 C 1.6853 -1.2765 1.0256
6 O -0.4558 2.0375 -0.5905
7 H 2.6298 1.0969 -0.1538
8 H 1.9347 2.6926 -0.7081
9 H 1.9629 2.2985 0.9413
10 H -0.7205 -0.3705 -0.6362
11 H 2.0245 -1.0116 -1.2113
12 H 0.7109 -2.0222 -0.7020
13 H 2.3188 -2.1431 1.2304
14 H 0.8967 -1.2918 1.7784
15 H 2.3724 -0.4729 1.3060
16 H -1.4438 -1.8360 0.8694
17 H -1.6838 -3.2033 1.2899
18 O -1.8425 -2.3040 1.6196
19 H -2.1718 0.9917 -1.4284
20 H -2.3286 0.4855 -0.0425
21 O -2.7357 0.3593 -0.9283

Summary:
highest occupied orbital energy (alpha / beta) = -15.29 / -15.29 eV
charge = +1
2S+1 = 2
Kohn-Sham gap (alpha / beta) = 11.055 / 5.884 eV
expectation value of S² = 0.779
lowest unoccupied orbital energy (alpha / beta) = -4.234 / -9.404 eV

Löwdin atomic charge list, values in e, 5 entries:
1 C 0.04
2 C -0.39
3 N 0.25
4 C -0.14
5 C -0.04


(b)
Formula: C4H13NO3
Source: the OMol25 dataset
Level of theory: wB97M-V/def2-TZVPD

Cartesian coordinates (Å):
1 C -0.9629 0.6682 -1.3883
2 N -0.8085 1.2279 -0.0811
3 C 1.6267 1.6942 -0.1225
4 C 0.3886 1.2514 0.7127
5 C 0.7441 -0.1090 1.3804
6 O -0.0996 -0.0189 -1.8425
7 H -1.9222 0.8882 -1.8728
8 H -1.4447 2.0013 0.1527
9 H 1.8489 1.0044 -0.9325
10 H 2.4733 1.7022 0.5607
11 H 1.5328 2.6831 -0.5824
12 H 0.2528 2.0002 1.4855
13 H -0.1201 -0.7683 1.4628
14 H 1.4523 -0.6479 0.7675
15 H 1.1614 0.1184 2.3506
16 H 1.3236 -2.2820 0.3392
17 H 1.5410 -3.0523 -0.9811
18 O 1.9958 -2.7082 -0.2050
19 H -2.2854 -0.5425 1.4240
20 H -2.2155 -1.8866 0.7349
21 O -2.8553 -1.2301 1.0489

Summary:
highest occupied orbital energy (alpha / beta) = -14.76 / -14.76 eV
charge = +1
2S+1 = 2
Kohn-Sham gap (alpha / beta) = 10.600 / 5.340 eV
expectation value of S² = 0.767
lowest unoccupied orbital energy (alpha / beta) = -4.156 / -9.416 eV

Löwdin atomic charge list, values in e, 5 entries:
1 C -0.18
2 N 0.23
3 C 0.00
4 C -0.33
5 C 0.01


It is (b) that is the least stable of them.